Entry 1:
Computed, not measured: C27H30BBrGaN3O2S as an isolated structure, with ωB97M-V with the def2-TZVPD basis set.

Summary:
- Gap between HOMO and LUMO: 9.32 eV
- 2S+1: 1
- Net charge: +2
- ΔE to the lowest compared entry with this formula, charge and spin: 0.0 kJ/mol

Each line ends with the natural charge from an NBO analysis.
CARTESIAN COORDINATES (ANGSTROEM)
Ga: -0.036 -1.105 0.641  1.762
O: 0.017 -7.056 1.945  -0.594
C: 0.028 -5.776 1.623  0.427
C: 0.058 -5.292 0.310  -0.311
C: 0.071 -3.940 0.110  0.106
N: 0.051 -3.040 1.122  -0.682
C: 0.018 -3.523 2.382  0.180
Br: -0.011 -2.279 3.795  0.178
C: 0.010 -4.857 2.678  -0.306
H: 0.026 -7.639 1.173  0.510
H: 0.072 -5.963 -0.538  0.253
H: 0.109 -3.527 -0.887  0.243
H: -0.012 -5.206 3.700  0.277
C: -1.638 1.174 3.483  -0.416
N: -1.710 2.285 2.498  -0.395
C: -1.665 3.601 3.195  -0.414
C: -0.689 2.185 1.375  -0.263
C: 0.651 1.626 1.772  0.017
C: 1.586 2.497 2.330  -0.225
C: 2.850 2.058 2.694  -0.178
C: 3.203 0.735 2.484  -0.183
C: 2.287 -0.134 1.909  -0.202
C: 1.002 0.285 1.549  -0.599
H: -2.477 1.268 4.167  0.246
H: -0.696 1.239 4.021  0.232
H: -1.704 0.224 2.961  0.228
H: -2.628 2.196 2.036  0.501
H: -0.700 3.705 3.685  0.228
H: -2.459 3.633 3.937  0.242
H: -1.810 4.395 2.467  0.234
H: -0.578 3.196 0.987  0.239
H: -1.156 1.594 0.592  0.243
H: 1.332 3.543 2.460  0.219
H: 3.560 2.751 3.126  0.242
H: 4.190 0.384 2.753  0.241
H: 2.591 -1.164 1.739  0.217
O: 0.683 -1.304 -1.116  -1.058
S: 1.550 -0.201 -1.813  1.305
C: 0.493 1.219 -1.926  -0.314
C: 1.085 2.444 -1.647  -0.189
C: 0.325 3.599 -1.780  -0.210
C: -1.008 3.510 -2.158  -0.166
C: -1.596 2.272 -2.406  -0.207
C: -0.842 1.115 -2.305  -0.148
C: 1.647 -0.771 -3.480  -0.301
C: 2.793 -0.405 -4.170  -0.179
C: 2.913 -0.775 -5.503  -0.188
C: 1.906 -1.512 -6.107  -0.153
C: 0.774 -1.889 -5.391  -0.204
C: 0.632 -1.518 -4.066  -0.149
H: 2.122 2.494 -1.339  0.241
H: 0.777 4.564 -1.593  0.242
H: -1.597 4.411 -2.267  0.242
H: -2.637 2.213 -2.693  0.247
H: -1.285 0.151 -2.514  0.230
H: 3.581 0.155 -3.680  0.235
H: 3.796 -0.497 -6.061  0.244
H: 2.006 -1.805 -7.143  0.242
H: 0.001 -2.475 -5.870  0.239
H: -0.237 -1.818 -3.497  0.220
B: -4.037 0.774 0.803  -0.623
C: -2.864 -0.219 0.539  0.544
N: -1.911 -0.843 0.319  -0.780
H: -4.170 0.819 2.010  0.028
H: -5.028 0.400 0.249  0.097
H: -3.616 1.819 0.336  0.017



Entry 2:
Computed, not measured: an isolated ion of composition C4H10N3 and charge +1 in a non-equilibrium geometry, with ωB97M-V with the def2-TZVPD basis set.

Summary:
- SMILES string: C[C@@]1(N)C=C[NH2+]N1
- Gap between HOMO and LUMO: 10.32 eV
- 2S+1: 1
- Net charge: +1
- ΔE to the lowest compared entry with this formula, charge and spin: 254.9 kJ/mol

Each line ends with the natural charge from an NBO analysis.
CARTESIAN COORDINATES (ANGSTROEM)
C: -1.508 -0.089 -1.023  -0.610
C: -0.427 0.034 0.057  0.164
N: -0.933 0.225 1.400  -0.849
C: 0.521 -1.143 0.031  -0.123
C: 1.793 -0.793 0.020  -0.077
N: 1.995 0.637 -0.021  -0.437
N: 0.403 1.172 -0.313  -0.349
H: -2.146 0.791 -1.000  0.232
H: -2.113 -0.974 -0.837  0.235
H: -1.049 -0.161 -2.005  0.239
H: -0.888 -0.606 1.974  0.389
H: -1.886 0.569 1.397  0.388
H: 0.154 -2.151 0.079  0.260
H: 2.660 -1.429 0.043  0.259
H: 2.356 1.032 0.856  0.438
H: 2.522 0.992 -0.825  0.448
H: 0.252 1.958 0.318  0.394



Entry 3:
Computed, not measured: a 2-piece molecular cluster, C2H6NS overall in a non-equilibrium geometry, with ωB97M-V with the def2-TZVPD basis set.

Summary:
- Gap between HOMO and LUMO: 6.89 eV
- 2S+1: 1
- Net charge: +1
- ΔE to the lowest compared entry with this formula, charge and spin: 139.5 kJ/mol

Each line ends with the natural charge from an NBO analysis.
CARTESIAN COORDINATES (ANGSTROEM)
C: 3.025 -0.376 -0.343  -0.440
C: -1.903 -0.779 0.510  0.142
N: -1.615 -0.033 -0.478  -0.595
S: 1.546 0.088 -0.102  0.020
H: 3.896 -0.361 0.447  0.222
H: 3.461 -0.775 -1.306  0.214
H: -2.244 -0.289 1.387  0.233
H: -1.901 -1.972 0.369  0.269
H: -1.215 -0.452 -1.351  0.463
H: -1.841 1.035 -0.487  0.472



Entry 4:
Computed, not measured: a 2-piece molecular cluster, C2H11N5 overall in a non-equilibrium geometry, with ωB97M-V with the def2-TZVPD basis set.

Summary:
- Gap between HOMO and LUMO (alpha / beta): 8.40 / 8.40 eV
- 2S+1: 1
- Net charge: 0
- ΔE to the lowest compared entry with this formula, charge and spin: 557.0 kJ/mol

Each line ends with the natural charge from an NBO analysis.
CARTESIAN COORDINATES (ANGSTROEM)
C: -0.026 -0.461 0.420  0.330
C: 2.292 0.562 -0.724  -0.422
N: -0.720 0.034 -0.686  -0.062
N: 1.270 0.812 0.270  -0.757
N: -1.480 -1.792 -0.295  -0.929
N: -1.589 0.990 -0.478  -0.593
N: -0.537 -0.166 1.716  -0.911
H: 0.961 1.779 0.287  0.348
H: 0.658 -1.282 0.255  0.210
H: -1.635 1.370 0.469  0.395
H: -2.023 1.362 -1.310  0.394
H: -2.443 -1.627 0.001  0.322
H: -1.564 -2.130 -1.253  0.347
H: -1.214 -0.858 2.011  0.390
H: 0.212 0.041 2.364  0.406
H: 2.308 -0.484 -1.050  0.184
H: 3.309 0.713 -0.336  0.180
H: 2.221 1.134 -1.659  0.169



Entry 5:
Computed, not measured: a 3-piece molecular cluster, CH8NO3 overall in a non-equilibrium geometry, with ωB97M-V with the def2-TZVPD basis set.

Summary:
- Gap between HOMO and LUMO: 8.60 eV
- 2S+1: 1
- Net charge: -1
- ΔE to the lowest compared entry with this formula, charge and spin: 141.6 kJ/mol

Each line ends with the natural charge from an NBO analysis.
CARTESIAN COORDINATES (ANGSTROEM)
N: -0.471 -1.795 -0.454  -0.920
C: -0.267 -0.353 -1.216  0.160
O: -0.077 0.764 -0.562  -0.904
H: -1.452 -1.702 -0.436  0.329
H: -0.327 -1.726 0.530  0.329
H: -1.191 -0.369 -1.863  0.070
H: 0.540 -0.532 -2.079  0.069
H: -0.929 0.595 0.774  0.494
H: -0.232 0.394 2.062  0.442
O: -1.140 0.791 1.759  -1.015
H: 1.202 1.657 0.145  0.527
H: 2.161 0.650 0.646  0.450
O: 2.184 1.626 0.695  -1.029



Entry 6:
Computed, not measured: a 3-piece molecular cluster, C10H16N8O3S overall in a non-equilibrium geometry, with ωB97M-V with the def2-TZVPD basis set.

Summary:
- SMILES string: N#CC[C@H](C#N)CCSc1nnco1.NC(N)=O.NC(N)=O
- Gap between HOMO and LUMO: 8.70 eV
- 2S+1: 1
- Net charge: 0

Each line ends with the natural charge from an NBO analysis.
CARTESIAN COORDINATES (ANGSTROEM)
N: 1.426 1.860 1.046  -0.334
C: 0.149 1.990 1.344  0.256
C: -1.451 1.612 1.624  -0.483
C: -2.360 1.628 0.236  -0.290
C: -3.971 1.467 0.558  0.253
N: -5.168 0.993 0.796  -0.308
C: -1.784 0.587 -0.892  -0.448
C: -2.882 -0.488 -1.466  -0.550
S: -3.303 -1.894 -0.302  0.249
C: -1.766 -2.220 0.718  0.262
N: -1.587 -2.107 2.224  -0.248
N: -0.238 -2.435 2.380  -0.283
C: 0.439 -2.731 1.047  0.229
O: -0.540 -2.614 -0.045  -0.450
H: -1.566 0.572 2.173  0.296
H: -1.862 2.443 2.366  0.262
H: -2.233 2.730 -0.206  0.255
H: -1.446 1.246 -1.828  0.275
H: -0.774 0.084 -0.504  0.249
H: -3.876 0.051 -1.846  0.264
H: -2.388 -0.983 -2.434  0.252
H: 1.572 -3.002 0.871  0.281
N: 4.127 -3.762 3.862  -0.839
C: 4.046 -2.708 3.030  0.771
N: 4.143 -1.511 3.635  -0.838
O: 3.896 -2.829 1.824  -0.689
H: 4.250 -3.683 4.857  0.388
H: 4.058 -4.683 3.447  0.409
H: 4.087 -0.691 3.045  0.414
H: 4.267 -1.391 4.626  0.388
N: 0.873 3.066 -3.535  -0.842
C: 0.093 2.376 -4.386  0.768
N: 0.013 2.902 -5.622  -0.840
O: -0.495 1.356 -4.064  -0.681
H: 1.365 3.908 -3.782  0.389
H: 0.961 2.704 -2.594  0.414
H: -0.564 2.414 -6.294  0.411
H: 0.489 3.741 -5.906  0.389



In eV, the total energy values for the records above are, in order, -170968.5484, -8771.9574, -14487.2690, -9697.6421, -8799.0042, -39519.9528.